Here is a 2-piece molecular cluster, H4O3 overall from the OMol25 dataset. Energies are from ωB97M-V/def2-TZVPD.

Positions of all 7 atoms, in Å:
H: 2.01 0.83 0.21
H: 1.76 -0.66 0.15
H: -0.23 0.38 0.69
H: -2.40 -0.61 0.16
O: 2.41 0.02 -0.08
O: -0.60 -0.22 0.04
O: -1.96 0.21 -0.10

Calculated values
Orbital gap (eV): 11.70
ΔE to the lowest compared entry with this formula, charge and spin (kcal per mole): 3.4
Total charge: 0
LUMO level (eV): 0.68
SMILES: OO.O
E_tot (eV): -6204.263



Here is a 2-piece molecular cluster, H4O3P2 overall at a distorted geometry from the OMol25 dataset. Energies are from ωB97M-V/def2-TZVPD.

Positions of all 9 atoms, in Å:
O: 0.90 -0.54 -3.04
O: 1.67 -0.70 -0.69
O: -1.64 0.11 -0.29
P: -0.67 0.59 0.62
P: 2.19 -0.85 -2.03
H: 0.24 -0.09 -2.51
H: -0.98 1.55 1.61
H: 0.43 1.17 0.01
H: -0.17 -0.29 1.49

Calculated values
Orbital gap (eV): 10.45
ΔE to the lowest compared entry with this formula, charge and spin (kcal per mole): 13.2
Total charge: 0
LUMO level (eV): -0.43
SMILES: O=[PH3].O=PO
E_tot (eV): -24785.238



Here is H4O6RbS as an isolated structure at a distorted geometry from the OMol25 dataset. Energies are from ωB97M-V/def2-TZVPD.

Positions of all 12 atoms, in Å:
Rb: -0.82 0.58 0.12
S: 2.60 1.04 0.41
O: 3.93 0.88 0.97
O: 2.21 2.49 0.26
O: 2.54 0.42 -0.89
O: 1.63 0.42 1.29
O: -0.86 -1.67 -1.81
H: -1.23 -1.21 -2.56
H: 0.05 -1.84 -2.06
O: -3.12 -0.56 1.17
H: -3.85 0.03 0.98
H: -3.07 -0.58 2.13

Calculated values
Orbital gap (alpha / beta) (eV): 8.52 / 6.60
Total charge: 0
LUMO level (alpha / beta) (eV): -0.91 / -2.50
2S+1: 2
E_tot (eV): -23839.407